Molecular formula: C28H39N7O2Zr
Method: DFT, ωB97M-V/def2-TZVPD

Values from the calculation:
Energy above the lowest of the compared OMol25 structures with the same formula, charge and spin: 0.0 kJ/mol
Kohn-Sham gap: 6.64 eV
HOMO: -13.2579 eV
E_tot: -1670.860336 a.u.
E_LUMO: -6.6177 eV
Total charge: +2

XYZ file:
```
77
Properties=species:S:1:pos:R:3:mulliken_charge:R:1
Zr -0.43700 0.71021 -0.69203 -1.558
C 1.23348 3.40389 2.56901 -2.045
C 0.84111 2.34940 1.59789 0.277
N -0.17869 2.38143 0.82085 0.814
C -1.07356 3.54456 0.73182 -1.251
C -2.19936 3.34827 -0.31140 -1.313
N -1.78160 2.42384 -1.39309 -0.256
C -2.82734 1.92045 -2.33343 -0.944
C -3.34013 0.53257 -1.94472 -0.843
N -2.23949 -0.41549 -1.62390 -0.239
C -1.69593 -1.23307 -2.73695 -1.323
C -0.44538 -2.01370 -2.28599 -0.975
N 0.42470 -1.20936 -1.41544 0.687
C 1.56204 -1.59685 -0.95785 0.335
C 2.28876 -2.82856 -1.38102 -1.955
C 2.16172 -0.72045 0.10455 0.404
C 3.37397 -0.94641 0.73848 -0.566
C 3.75195 -0.08726 1.76572 -1.411
C 2.94123 0.97887 2.12310 -0.546
C 1.75059 1.17060 1.42947 0.842
N 1.39224 0.31247 0.47409 1.364
H 0.46872 4.16437 2.69002 0.488
H 2.15147 3.87909 2.21399 0.401
H 1.43972 2.96296 3.54469 0.463
H -0.46971 4.41519 0.46199 0.673
H -1.53003 3.74600 1.70389 0.537
H -2.47122 4.32059 -0.72995 0.468
H -3.09697 2.94560 0.15498 0.508
H -1.07922 2.90223 -1.95416 0.446
H -2.36091 1.88405 -3.31727 0.500
H -3.66477 2.61986 -2.38944 0.486
H -3.97439 0.14273 -2.74518 0.488
H -3.95884 0.60009 -1.04881 0.418
H -2.57455 -1.04329 -0.89652 0.466
H -1.44710 -0.56394 -3.55544 0.532
H -2.44463 -1.94649 -3.09195 0.615
H 0.08963 -2.36484 -3.17038 0.590
H -0.74349 -2.89064 -1.69814 0.396
H 3.11560 -2.55092 -2.04056 0.347
H 1.64168 -3.51935 -1.91457 0.515
H 2.71280 -3.34540 -0.52191 0.411
H 4.01152 -1.77017 0.45306 0.639
H 4.68932 -0.24724 2.28027 0.498
H 3.24507 1.66041 2.90308 0.612
O 0.02094 0.96987 -3.05581 -0.466
C 1.08234 1.59905 -2.81078 0.073
C 2.25055 1.83907 -3.72293 -0.565
C 3.22156 2.58957 -2.80318 -0.565
C 2.52598 2.60901 -1.44383 0.197
O 2.95965 3.02621 -0.39838 -0.535
N 1.24746 2.06521 -1.57866 0.530
H 1.93480 2.40224 -4.60129 0.381
H 2.63219 0.88249 -4.08195 0.248
H 3.40844 3.61619 -3.11801 0.333
H 4.19303 2.10760 -2.70203 0.316
C 0.83159 -4.65245 2.36611 -0.935
N -0.31068 -3.76109 2.29576 -0.003
C -1.31207 -4.27461 1.38280 -0.842
C 0.09703 -2.42197 1.92186 0.527
C -1.00740 -1.40083 2.09083 -0.333
C -1.78181 -1.51080 3.24700 -0.693
C -2.84561 -0.66096 3.49258 -0.876
C -3.16335 0.31375 2.56118 -1.493
C -2.37578 0.42231 1.42283 0.787
C -1.27019 -0.39308 1.14836 1.196
H 0.51003 -5.64573 2.67332 0.375
H 1.55010 -4.28455 3.09835 0.310
H 1.34118 -4.74953 1.39026 0.237
H -1.63266 -5.26586 1.69831 0.393
H -0.91650 -4.35844 0.35005 0.221
H -2.18424 -3.62202 1.37020 0.254
H 0.44427 -2.42450 0.87558 0.069
H 0.95479 -2.14339 2.54542 0.348
H -1.55300 -2.30429 3.94640 0.545
H -3.43256 -0.77097 4.39380 0.438
H -4.00536 0.97576 2.71681 0.511
H -2.66776 1.20043 0.71812 0.022
```